--- w ---
ORCA calculation (the ωB97M-V functional and the def2-TZVPD basis) on a cluster of 2 separate species, C5H13NO3 in total.

For the HOMO-LUMO gap, the calculation gives 9.9472 eV.

```
! RIJCOSX wB97M-V def2-TZVPD def2/J DEFGRID3
* xyz 0 1
C 1.197 -1.840 0.333
C 0.384 -0.551 -0.042
C -1.057 -1.106 -0.283
C -1.069 -1.576 -1.714
O -1.849 -0.948 -2.454
N 0.247 0.454 1.004
C 1.583 1.101 1.135
O 2.188 0.177 2.008
H 0.803 -2.715 -0.013
H 2.223 -1.782 -0.288
H 1.548 -1.824 1.356
H 0.727 -0.207 -1.020
H -1.619 -0.214 -0.096
H -1.511 -1.680 0.561
H -0.445 -2.423 -1.963
H -0.073 0.137 1.918
H 2.099 1.209 0.173
H 1.333 1.995 1.681
H 3.152 0.092 1.966
O -1.979 3.484 -0.448
H -1.885 2.567 -0.419
H -1.182 3.797 -0.308
*
```

--- x ---
ORCA calculation (the ωB97M-V functional and the def2-TZVPD basis) on a cluster of 3 separate species, C5H13NO3 in total.

For the HOMO-LUMO gap, the calculation gives 9.1451 eV.

```
! RIJCOSX wB97M-V def2-TZVPD def2/J DEFGRID3
* xyz 0 1
C -1.488 -0.502 0.398
C -0.575 -1.475 0.239
C -0.554 -2.378 -0.961
O 0.078 -2.036 1.315
H -2.056 -0.140 -0.444
H -1.734 -0.117 1.375
H -1.009 -3.342 -0.709
H -1.087 -1.938 -1.793
H 0.473 -2.583 -1.255
H 0.206 -1.360 1.995
N 1.518 0.308 -1.200
C 1.908 -0.158 0.014
O 1.683 0.407 1.077
H 1.911 -0.062 -2.047
H 0.883 1.093 -1.223
H 2.682 -0.935 -0.054
C -0.631 2.789 0.332
O -0.524 1.934 1.437
H -1.477 3.456 0.496
H 0.273 3.388 0.200
H -0.807 2.215 -0.587
H 0.326 1.437 1.395
*
```

Most stable: x

--- w ---
ORCA calculation (the ωB97M-V functional and the def2-TZVPD basis) on a structure of composition C5H13NO3.

For the HOMO-LUMO gap, the calculation gives 9.0726 eV.

```
! RIJCOSX wB97M-V def2-TZVPD def2/J DEFGRID3
* xyz 0 1
C -1.913 -0.323 1.507
C -1.460 -2.272 -0.413
O -0.819 -1.348 0.435
O -1.581 0.849 1.217
H -0.155 -0.422 -0.008
H -1.562 -0.779 2.451
H -2.900 -0.707 1.188
H -0.726 -2.763 -1.053
H -2.223 -1.783 -1.033
H -1.957 -3.031 0.196
C -0.031 1.637 -1.207
N 0.728 0.568 -0.538
C 1.482 1.025 0.587
C 2.726 0.675 0.864
O 1.506 -0.140 -1.485
H 2.184 0.462 -1.834
H 0.862 1.617 1.245
H 0.626 2.441 -1.551
H -0.550 1.193 -2.054
H -0.752 2.022 -0.491
H 3.326 0.073 0.199
H 3.189 1.008 1.776
*
```

--- x ---
ORCA calculation (the ωB97M-V functional and the def2-TZVPD basis) on a cluster of 2 separate species, C5H13NO3 in total.

For the HOMO-LUMO gap, the calculation gives 9.4192 eV.

```
! RIJCOSX wB97M-V def2-TZVPD def2/J DEFGRID3
* xyz 0 1
C 2.577 -0.063 -0.418
N 1.202 -0.524 -0.618
C 0.251 -1.546 -0.328
C 0.057 -1.892 1.116
O -0.340 -2.031 -1.281
H 2.968 0.386 -1.337
H 2.549 0.674 0.387
H 3.256 -0.873 -0.147
H 1.244 -0.805 -1.594
H 0.531 -1.186 1.798
H -1.009 -1.860 1.342
H 0.406 -2.914 1.288
C -0.934 2.097 0.518
C -1.298 0.794 -0.183
O -1.806 1.056 -1.469
O -2.295 0.108 0.548
H 0.022 2.474 0.139
H -1.685 2.875 0.340
H -0.829 1.941 1.595
H -0.116 0.367 -0.387
H -1.701 0.211 -1.945
H -3.049 0.712 0.638
*
```

Most stable: x

--- w ---
ORCA calculation (the ωB97M-V functional and the def2-TZVPD basis) on an isolated molecule of C5H13NO3.

For the HOMO-LUMO gap, the calculation gives 9.7161 eV.

```
! RIJCOSX wB97M-V def2-TZVPD def2/J DEFGRID3
* xyz 0 1
C -1.996 0.578 1.785
C -1.158 0.888 0.556
O -1.975 1.109 -0.587
C 0.002 -0.348 0.358
N 0.792 -0.426 1.543
C 0.721 0.049 -0.902
O -0.048 -0.009 -2.068
C 1.929 -1.049 -1.143
O 2.839 -0.512 -2.064
H -2.533 -0.361 1.647
H -1.353 0.483 2.655
H -2.729 1.368 1.963
H -0.615 1.828 0.706
H -2.744 0.525 -0.561
H -0.552 -1.280 0.209
H 1.284 -1.305 1.626
H 1.458 0.336 1.605
H 1.195 1.036 -0.788
H -0.825 0.563 -1.926
H 1.465 -1.964 -1.535
H 2.520 -1.329 -0.270
H 2.320 -0.180 -2.808
*
```

--- x ---
ORCA calculation (the ωB97M-V functional and the def2-TZVPD basis) on a cluster of 2 separate species, C5H13NO3 in total.

For the HOMO-LUMO gap, the calculation gives 10.0911 eV.

```
! RIJCOSX wB97M-V def2-TZVPD def2/J DEFGRID3
* xyz 0 1
N 0.621 0.825 2.479
C 0.726 0.103 1.217
C 2.037 -0.652 1.377
O 2.146 -1.338 2.364
C 0.485 0.787 -0.098
C -0.973 1.054 -0.357
C -1.781 0.119 -1.100
O -1.321 0.158 -2.576
H 0.548 0.161 3.252
H 1.547 1.322 2.613
H -0.108 -0.734 1.188
H 2.797 -0.608 0.547
H 1.014 1.838 -0.005
H 0.927 0.263 -1.108
H -1.329 1.278 0.802
H -1.151 2.124 -0.862
H -2.831 0.293 -1.363
H -1.605 -0.792 -0.749
H -1.308 1.007 -2.957
O -0.339 -2.502 -1.233
H 0.318 -3.006 -1.647
H -0.421 -1.700 -1.782
*
```

--- y ---
ORCA calculation (the ωB97M-V functional and the def2-TZVPD basis) on an isolated molecule of C5H13NO3.

For the HOMO-LUMO gap, the calculation gives 9.6965 eV.

```
! RIJCOSX wB97M-V def2-TZVPD def2/J DEFGRID3
* xyz 0 1
C 0.630 0.213 1.846
C -0.206 1.057 0.909
O 0.569 2.136 0.417
O -1.261 1.601 1.676
C -0.958 0.367 -0.514
C -0.015 -0.648 -1.015
C -0.025 -2.009 -0.356
N 1.218 -0.251 -1.518
O -1.133 -0.788 -2.331
H 0.059 -0.630 2.242
H 0.942 0.808 2.716
H 1.548 -0.134 1.367
H 0.841 2.657 1.193
H -1.887 2.021 1.066
H -1.053 1.256 -1.140
H -1.894 -0.051 -0.151
H 0.881 -2.213 0.218
H -0.886 -2.137 0.304
H -0.129 -2.774 -1.132
H 1.281 0.743 -1.715
H 2.020 -0.572 -0.992
H -0.543 -0.653 -3.090
*
```

Most stable: w

--- w ---
ORCA calculation (the ωB97M-V functional and the def2-TZVPD basis) on an isolated molecule of C5H13NO3.

For the HOMO-LUMO gap, the calculation gives 9.0005 eV.

```
! RIJCOSX wB97M-V def2-TZVPD def2/J DEFGRID3
* xyz 0 1
C -1.475 -1.054 -1.261
C -1.185 -0.234 -0.014
O -1.558 -0.952 1.131
O -1.770 0.980 -0.044
C 0.643 -0.095 0.166
C 1.264 0.105 -1.209
N 1.117 -1.327 0.749
C 0.904 1.044 1.086
O 1.566 2.121 0.473
H -2.546 -1.255 -1.300
H -0.939 -2.001 -1.240
H -1.202 -0.496 -2.151
H -2.347 -0.533 1.495
H -1.117 1.697 0.454
H 1.148 -0.787 -1.819
H 0.832 0.968 -1.710
H 2.336 0.261 -1.102
H 0.690 -1.477 1.657
H 0.855 -2.119 0.171
H 1.414 0.716 1.997
H -0.196 1.570 1.388
H 1.566 2.868 1.081
*
```

--- x ---
ORCA calculation (the ωB97M-V functional and the def2-TZVPD basis) on a cluster of 2 separate species, C5H13NO3 in total.

For the HOMO-LUMO gap, the calculation gives 8.8562 eV.

```
! RIJCOSX wB97M-V def2-TZVPD def2/J DEFGRID3
* xyz 0 1
C 1.129 -0.151 1.470
C 2.171 -0.200 0.401
O 3.296 0.605 0.566
C 2.091 -0.958 -0.690
O 3.043 -0.998 -1.668
H 1.519 -0.548 2.409
H 0.268 -0.740 1.170
H 0.807 0.878 1.642
H 3.231 1.050 1.415
H 1.254 -1.607 -0.882
H 3.762 -0.414 -1.393
C -2.707 0.828 0.639
C -2.653 -0.315 -0.368
O -1.339 -0.609 -0.801
N -0.813 0.469 -1.589
H -2.137 0.576 1.529
H -2.284 1.723 0.190
H -3.738 1.023 0.921
H -3.281 -0.079 -1.236
H -2.996 -1.251 0.080
H 0.142 0.595 -1.259
H -0.765 0.122 -2.547
*
```

Most stable: w

--- w ---
ORCA calculation (the ωB97M-V functional and the def2-TZVPD basis) on an isolated molecule of C5H7N3O2.

For the HOMO-LUMO gap, the calculation gives 8.8286 eV.

```
! RIJCOSX wB97M-V def2-TZVPD def2/J DEFGRID3
* xyz 0 1
C 0.316 -0.943 2.267
O 0.712 0.129 1.352
C 0.204 0.065 0.024
C -0.219 1.592 -0.389
N 0.724 2.218 -1.060
O -1.326 2.009 -0.156
C -0.968 -0.740 -0.320
C -0.636 -1.306 -1.513
N 0.596 -0.911 -1.905
N 1.165 -0.192 -1.078
H 0.016 -0.361 3.192
H 1.103 -1.702 2.505
H -0.483 -1.530 1.771
H 1.521 1.582 -1.302
H 0.555 3.072 -1.588
H -1.884 -1.054 0.265
H -1.396 -1.928 -2.067
*
```

--- x ---
ORCA calculation (the ωB97M-V functional and the def2-TZVPD basis) on an isolated molecule of C5H7N3O2.

For the HOMO-LUMO gap (spin up / spin down), the calculation gives 7.4781 / 7.4776 eV.

```
! RIJCOSX wB97M-V def2-TZVPD def2/J DEFGRID3
* xyz 0 1
C 0.374 -0.223 1.498
N 1.357 -1.017 1.004
C 1.777 -1.222 -0.160
C 1.395 -0.287 -1.226
C 0.419 0.603 -1.216
C -0.648 0.563 -0.174
N -1.341 1.733 0.133
N -1.502 -0.646 -0.260
O -0.969 -1.719 -0.595
O -2.707 -0.477 0.066
H 0.618 0.842 1.867
H -0.371 -0.772 2.116
H 2.509 -1.983 -0.446
H 2.047 -0.626 -1.998
H 0.448 1.426 -1.901
H -1.073 2.312 1.019
H -2.332 1.493 0.273
*
```

Most stable: w

--- w ---
ORCA calculation (the ωB97M-V functional and the def2-TZVPD basis) on a cluster of 2 separate species, CH4Cl2N2 in total.

For the HOMO-LUMO gap (spin up / spin down), the calculation gives 7.7475 / 6.2684 eV.

```
! RIJCOSX wB97M-V def2-TZVPD def2/J DEFGRID3
* xyz 0 1
C 0.626 0.688 0.414
N -1.592 -0.390 0.723
N 1.159 0.152 -0.646
Cl -1.712 -1.570 -0.531
Cl 1.413 -1.655 -0.414
H 0.871 0.132 1.387
H 0.311 1.734 0.463
H -2.007 0.358 0.255
H 0.931 0.551 -1.651
*
```

--- x ---
ORCA calculation (the ωB97M-V functional and the def2-TZVPD basis) on a cluster of 2 separate species, CH4Cl2N2 in total.

For the HOMO-LUMO gap, the calculation gives 8.8359 eV.

```
! RIJCOSX wB97M-V def2-TZVPD def2/J DEFGRID3
* xyz 0 1
C -0.571 -0.809 -0.903
N -0.957 -1.311 2.229
N 0.244 0.040 -1.219
Cl 0.194 0.009 1.953
Cl 0.249 1.476 -2.532
H -1.636 -0.772 -1.229
H -1.931 -0.844 2.246
H -1.000 -1.907 1.296
H 1.233 -0.217 -1.256
*
```

Most stable: x